Model A:
C3H3NO | ωB97M-V with the def2-TZVPD basis set

Structure (ORCA input):
```
! RIJCOSX wB97M-V def2-TZVPD def2/J DEFGRID3
* xyz 0 1
O 1.361 -1.347 0.830
C 0.503 -0.934 0.095
C -0.316 0.309 0.435
C -0.158 1.430 -1.697
N -0.726 0.984 -0.762
H 0.255 -1.435 -0.862
H 0.311 0.982 1.026
H -1.193 0.027 1.011
*
```

## Properties
* highest occupied orbital energy: -10.6562 eV
* Kohn-Sham gap: 11.3 eV
* LUMO level: 0.62 eV

***

Model B:
C3H3NO | ωB97M-V with the def2-TZVPD basis set

Structure (ORCA input):
```
! RIJCOSX wB97M-V def2-TZVPD def2/J DEFGRID3
* xyz 0 1
O -0.588 0.618 -1.280
C -0.214 0.581 0.340
C -0.067 -0.907 0.226
C 0.563 0.084 -0.785
N 1.285 0.935 -0.062
H -0.663 1.399 0.881
H -0.930 -1.491 -0.087
H 0.626 -1.356 0.931
*
```

## Properties
* highest occupied orbital energy: -8.7981 eV
* Kohn-Sham gap: 8.7 eV
* LUMO level: -0.05 eV

***

Model C:
C3H3NO | ωB97M-V with the def2-TZVPD basis set

Structure (ORCA input):
```
! RIJCOSX wB97M-V def2-TZVPD def2/J DEFGRID3
* xyz 0 1
C -0.734 0.641 -0.042
C -0.024 -0.697 0.008
O -0.676 -1.738 -0.042
C 1.474 -0.598 0.092
N 2.631 -0.367 -0.078
H -1.565 0.635 -0.749
H -1.110 0.735 1.033
H 0.004 1.389 -0.222
*
```

## Properties
* SMILES: CC(=O)C#N
* highest occupied orbital energy: -11.2152 eV
* Kohn-Sham gap: 10.6 eV
* LUMO level: -0.64 eV

***

Least stable structure: model B

***

Model A:
C4H12NO3 | ωB97M-V with the def2-TZVPD basis set

Structure (ORCA input):
```
! RIJCOSX wB97M-V def2-TZVPD def2/J DEFGRID3
* xyz 1 1
C 1.520 -0.061 -0.828
O 1.227 -1.004 -1.755
C 0.590 -0.355 0.361
C 0.243 1.082 0.936
C 1.484 2.001 1.314
O 2.166 1.612 2.216
N -0.703 -1.038 -0.285
H 1.156 0.934 -1.349
H 2.580 -0.033 -0.529
H 1.917 -1.221 -2.401
H 1.003 -1.047 1.276
H -0.166 1.065 2.000
H -0.332 1.652 0.193
H 1.751 2.934 0.766
H -1.521 -0.465 -0.581
H -0.368 -1.597 -1.145
H -1.051 -1.685 0.398
H -4.049 -0.153 -0.154
H -3.958 -1.665 -0.435
O -3.490 -0.956 0.002
*
```

## Properties
* highest occupied orbital energy: -13.4346 eV
* Kohn-Sham gap: 10.3 eV
* LUMO level: -3.12 eV

***

Model B:
C4H12NO3 | ωB97M-V with the def2-TZVPD basis set

Structure (ORCA input):
```
! RIJCOSX wB97M-V def2-TZVPD def2/J DEFGRID3
* xyz 1 1
C 1.038 -0.984 1.879
C 0.720 -0.478 0.486
C -0.582 -0.888 -0.136
C -1.021 0.190 -1.124
O -0.293 0.161 -2.270
O -1.779 1.080 -0.875
N 1.835 -0.947 -0.439
H 2.007 -0.762 2.326
H 0.367 -0.494 2.613
H 0.816 -2.018 2.144
H 0.770 0.614 0.628
H -0.690 -1.905 -0.534
H -1.376 -0.710 0.615
H -0.598 0.896 -2.823
H 1.625 -0.585 -1.395
H 2.719 -0.539 -0.142
H 1.857 -1.963 -0.499
H -0.160 1.789 2.690
H -1.102 2.407 1.640
O -0.504 1.674 1.788
*
```

## Properties
* highest occupied orbital energy: -14.4517 eV
* Kohn-Sham gap: 11.1 eV
* LUMO level: -3.37 eV

***

Model C:
C4H12NO3 | ωB97M-V with the def2-TZVPD basis set

Structure (ORCA input):
```
! RIJCOSX wB97M-V def2-TZVPD def2/J DEFGRID3
* xyz 1 1
O -0.238 2.831 0.969
C 0.700 2.498 0.077
C 0.615 1.190 -0.586
N -0.263 0.085 -0.151
C 0.564 -1.325 -0.024
C 0.693 -1.570 1.563
O 1.598 3.231 -0.108
H 0.027 3.551 1.686
H 1.726 0.892 -0.551
H 0.455 1.381 -1.673
H -0.963 -0.177 -0.873
H -0.693 0.279 0.781
H -0.057 -2.193 -0.389
H 1.456 -1.155 -0.580
H 1.417 -1.018 2.112
H -0.371 -1.402 1.958
H 0.870 -2.609 1.781
H -3.071 -1.878 -1.587
H -2.318 -1.115 -2.625
O -2.150 -1.497 -1.779
*
```

## Properties
* highest occupied orbital energy: -14.5883 eV
* Kohn-Sham gap: 11.5 eV
* LUMO level: -3.13 eV

***

Least stable structure: model A

***

Model A:
C4H12NO3 | ωB97M-V with the def2-TZVPD basis set

Structure (ORCA input):
```
! RIJCOSX wB97M-V def2-TZVPD def2/J DEFGRID3
* xyz 1 1
C 1.556 -0.315 -1.008
O 1.557 0.898 -1.720
C 0.246 -0.281 -0.237
C -0.138 -1.403 0.621
C -0.658 -2.721 0.029
O -1.026 -2.846 -1.077
N 0.383 0.948 0.763
H 2.347 -0.298 -0.241
H 1.795 -1.092 -1.692
H 1.943 0.837 -2.631
H -0.488 0.048 -0.926
H -0.917 -1.022 1.317
H 0.635 -1.714 1.347
H -0.831 -3.555 0.825
H 1.311 1.271 0.694
H -0.397 1.697 0.576
H 0.085 0.651 1.685
H -2.283 3.552 0.976
H -2.996 2.486 0.287
O -2.126 2.860 0.413
*
```

## Properties
* highest occupied orbital energy: -13.6912 eV
* Kohn-Sham gap: 10.5 eV
* LUMO level: -3.16 eV

***

Model B:
C4H12NO3 | ωB97M-V with the def2-TZVPD basis set

Structure (ORCA input):
```
! RIJCOSX wB97M-V def2-TZVPD def2/J DEFGRID3
* xyz 1 1
O -0.876 -1.341 -2.077
C 0.429 -1.126 -1.995
C 0.725 -0.525 -0.613
N -0.385 0.423 -0.152
C -0.035 1.025 1.211
C 0.995 2.140 1.122
O 1.279 -1.421 -2.778
H -1.117 -1.614 -2.984
H 1.603 0.066 -0.781
H 0.716 -1.304 0.159
H -1.241 -0.132 -0.136
H -0.485 1.138 -0.875
H -0.995 1.464 1.605
H 0.197 0.153 1.815
H 0.503 3.112 1.230
H 1.849 2.159 1.794
H 1.408 2.207 0.117
H -1.482 -2.044 1.884
H -1.695 -2.587 0.498
O -1.394 -1.790 0.956
*
```

## Properties
* highest occupied orbital energy: -14.9358 eV
* Kohn-Sham gap: 11.8 eV
* LUMO level: -3.12 eV

***

Least stable structure: model A

***

Model A:
C10H22BO2SbSe6Tl | ωB97M-V with the def2-TZVPD basis set

Structure (ORCA input):
```
! RIJCOSX wB97M-V def2-TZVPD def2/J DEFGRID3
* xyz -1 1
Tl 1.255 1.212 -0.770
Se 4.524 -0.818 2.044
Sb 3.456 1.275 1.521
Se 3.773 1.714 -1.082
Se 0.820 1.156 1.828
Se 4.116 3.345 2.568
C -3.519 1.461 -1.186
Se -1.938 1.331 -0.037
C -1.970 3.201 0.579
C -1.166 4.145 -0.297
Se 0.778 4.001 -0.037
C 1.292 5.271 -1.416
H -4.411 1.603 -0.579
H -3.587 0.522 -1.731
H -3.401 2.282 -1.891
H -1.592 3.195 1.600
H -3.019 3.497 0.594
H -1.412 5.181 -0.053
H -1.363 3.971 -1.356
H 0.908 4.956 -2.384
H 2.380 5.257 -1.428
H 0.928 6.262 -1.153
C 1.631 -3.976 -0.616
C 0.978 -2.892 0.235
C 1.311 -3.114 1.700
O 1.577 -1.640 -0.192
B 0.660 -0.912 -0.872
O -0.582 -1.483 -0.894
C -0.552 -2.675 -0.060
C -1.216 -3.796 -0.846
C -1.374 -2.351 1.181
H 2.707 -3.922 -0.455
H 1.440 -3.822 -1.678
H 1.278 -4.967 -0.323
H 2.379 -3.294 1.798
H 0.758 -3.971 2.092
H 1.082 -2.228 2.289
H -0.768 -3.903 -1.833
H -2.271 -3.552 -0.983
H -1.138 -4.744 -0.312
H -0.935 -1.510 1.716
H -1.438 -3.209 1.851
H -2.378 -2.060 0.870
*
```

## Properties
* highest occupied orbital energy: -4.0429 eV
* Kohn-Sham gap: 5.9 eV
* LUMO level: 1.88 eV

***

Model B:
C10H22BO2SbSe6Tl | ωB97M-V with the def2-TZVPD basis set

Structure (ORCA input):
```
! RIJCOSX wB97M-V def2-TZVPD def2/J DEFGRID3
* xyz -1 1
Tl -1.954 -0.796 0.479
Se -6.241 -1.900 2.863
Sb -5.360 -1.646 0.656
Se -3.279 -3.071 0.361
Se -4.052 0.616 0.669
Se -6.703 -1.684 -1.320
C -1.840 2.550 3.251
Se -0.427 1.532 2.411
C -0.083 2.778 0.942
C -1.185 2.963 -0.098
Se -1.088 1.742 -1.618
C -2.693 2.403 -2.461
H -1.461 3.506 3.607
H -2.195 1.953 4.089
H -2.668 2.675 2.558
H 0.849 2.438 0.489
H 0.111 3.735 1.428
H -1.108 3.964 -0.523
H -2.178 2.851 0.341
H -3.524 2.305 -1.763
H -2.886 1.765 -3.321
H -2.556 3.432 -2.786
C 3.151 -0.471 0.942
C 2.396 -0.811 -0.333
C 3.087 -0.205 -1.539
O 1.082 -0.205 -0.212
B 0.200 -1.189 0.169
O 0.769 -2.433 0.194
C 2.058 -2.329 -0.470
C 3.025 -3.262 0.229
C 1.836 -2.769 -1.908
H 3.188 0.614 1.047
H 4.174 -0.850 0.918
H 2.647 -0.877 1.820
H 3.320 0.842 -1.341
H 2.453 -0.246 -2.422
H 4.023 -0.728 -1.750
H 3.095 -3.044 1.293
H 4.022 -3.187 -0.212
H 2.679 -4.289 0.114
H 1.147 -2.102 -2.427
H 1.392 -3.764 -1.903
H 2.774 -2.807 -2.465
*
```

## Properties
* highest occupied orbital energy: -4.0715 eV
* Kohn-Sham gap: 6.0 eV
* LUMO level: 1.94 eV

***

Least stable structure: model A

***

Model A:
C6H12N2 | ωB97M-V with the def2-TZVPD basis set

Structure (ORCA input):
```
! RIJCOSX wB97M-V def2-TZVPD def2/J DEFGRID3
* xyz 0 1
H -0.825 -0.632 -2.613
N -1.234 -0.874 -1.702
C -0.758 -0.088 -0.807
C 0.457 0.827 -0.963
C 1.326 0.719 -2.004
C -0.989 -0.288 0.677
C -1.840 0.798 1.301
N 0.568 -0.106 1.125
C 1.368 -1.311 0.969
H 0.302 1.818 -0.539
H 1.523 -0.232 -2.491
H 1.815 1.598 -2.412
H -1.338 -1.293 0.921
H -1.843 0.725 2.393
H -2.872 0.718 0.939
H -1.498 1.802 1.033
H 1.060 0.745 1.381
H 1.862 -1.548 1.915
H 2.138 -1.194 0.202
H 0.780 -2.184 0.675
*
```

## Properties
* SMILES: [H]/N=C(\C=C)[C@H](C)NC
* highest occupied orbital energy: -8.0999 eV
* Kohn-Sham gap: 9.2 eV
* LUMO level: 1.05 eV

***

Model B:
C6H12N2 | ωB97M-V with the def2-TZVPD basis set

Structure (ORCA input):
```
! RIJCOSX wB97M-V def2-TZVPD def2/J DEFGRID3
* xyz 0 1
C -1.066 1.206 -0.567
C 0.413 1.585 0.267
N 0.918 0.360 0.656
C 1.601 -0.388 -0.411
C 0.362 -0.755 -1.430
N -0.974 -0.228 -0.765
C -1.110 -1.095 0.410
C 0.014 -0.586 1.368
H -1.358 1.966 -1.366
H -1.920 1.142 0.418
H 1.011 2.126 -0.494
H 0.099 2.216 1.121
H 2.028 -1.375 0.222
H 2.171 0.265 -0.884
H 0.262 -1.815 -1.321
H 0.488 -0.455 -2.366
H -2.058 -0.742 0.984
H -1.403 -2.116 0.255
H -0.338 -0.070 2.291
H 0.861 -1.241 1.609
*
```

## Properties
* SMILES: C1CN2CCN1CC2
* highest occupied orbital energy: -7.1658 eV
* Kohn-Sham gap: 8.2 eV
* LUMO level: 1.07 eV

***

Least stable structure: model B

***

Model A:
C6H12N2 | ωB97M-V with the def2-TZVPD basis set

Structure (ORCA input):
```
! RIJCOSX wB97M-V def2-TZVPD def2/J DEFGRID3
* xyz 0 1
C 0.795 1.062 -0.722
C -0.536 1.186 -0.727
C 1.432 -0.053 -0.199
C 2.690 0.189 0.599
C -2.520 0.667 0.611
C -0.729 -1.973 -0.482
N -1.290 0.224 -0.041
N -0.666 -0.839 0.429
H 1.344 2.005 -0.733
H -0.984 2.158 -0.998
H 1.620 -1.117 -0.641
H 3.398 0.846 0.124
H 3.240 -0.717 0.737
H 2.749 0.601 1.579
H -2.252 1.360 1.527
H -3.061 1.210 -0.094
H -3.031 -0.245 1.042
H -0.132 -2.659 0.040
H -1.738 -2.271 -0.473
H -0.329 -1.635 -1.580
*
```

## Properties
* highest occupied orbital energy: -7.6337 eV
* Kohn-Sham gap: 8.3 eV
* LUMO level: 0.71 eV

***

Model B:
C6H12N2 | ωB97M-V with the def2-TZVPD basis set

Structure (ORCA input):
```
! RIJCOSX wB97M-V def2-TZVPD def2/J DEFGRID3
* xyz 0 1
H 0.111 -1.639 -2.376
N -0.114 -1.485 -1.395
C 0.500 -0.864 -0.425
C 1.928 -0.384 -0.667
N 1.912 1.068 -0.793
C -0.040 -1.008 0.976
C -0.997 0.302 0.776
C -0.705 1.415 1.466
C -2.347 0.119 0.142
H 2.319 -0.853 -1.578
H 2.580 -0.676 0.160
H 1.219 1.338 -1.491
H 2.818 1.396 -1.120
H -0.571 -1.953 1.115
H 0.680 -0.762 1.758
H -1.428 2.212 1.600
H 0.258 1.557 1.945
H -3.040 0.923 0.410
H -2.821 -0.820 0.443
H -2.263 0.113 -0.948
*
```

## Properties
* SMILES: [H]/N=C(\CN)CC(=C)C
* highest occupied orbital energy: -8.5984 eV
* Kohn-Sham gap: 9.4 eV
* LUMO level: 0.83 eV

***

Model C:
C6H12N2 | ωB97M-V with the def2-TZVPD basis set

Structure (ORCA input):
```
! RIJCOSX wB97M-V def2-TZVPD def2/J DEFGRID3
* xyz 0 1
C 1.437 -0.323 1.299
C 0.435 -0.977 0.423
C 0.198 -0.917 -0.914
N -0.824 -1.823 -1.197
C -1.188 -2.325 0.077
N -0.501 -1.793 1.024
H 1.010 0.146 2.207
H 1.888 0.579 0.868
H 2.198 -1.038 1.597
H 0.372 -0.161 -1.670
H -1.201 -1.817 -2.125
H -1.848 -3.176 0.096
C -0.332 3.490 0.330
C 0.491 2.944 -0.892
H -0.578 2.719 1.038
H 0.215 4.321 0.817
H -1.096 4.144 -0.071
H 0.635 1.890 -0.704
H 1.375 3.575 -0.924
H -0.010 3.057 -1.866
*
```

## Properties
* SMILES: Cc1c[nH]cn1.CC
* highest occupied orbital energy: -8.6174 eV
* Kohn-Sham gap: 9.6 eV
* LUMO level: 0.94 eV

***

Least stable structure: model A